Molecular formula: C4H11N3
Method: DFT, the ωB97M-V functional and the def2-TZVPD basis

For the HOMO-LUMO gap, the calculation gives 0.3126 Eh. The value obtained for the LUMO energy is 0.02809 Eh. As for the electronic energy: -323.12610 hartree. The energy above the lowest of the compared OMol25 structures with the same formula, charge and spin comes out at 4.9101 eV. As for the structure (SMILES): N/C=C(\N)CCN.

Geometry as ORCA input:
```
! RIJCOSX wB97M-V def2-TZVPD def2/J DEFGRID3
* xyz 0 1
C 1.617 0.189 0.886
C 0.939 -0.357 -0.500
C -0.555 -0.014 -0.422
C -1.538 -0.858 -0.385
N -2.750 -0.408 -0.952
N -1.042 1.226 0.203
N 3.187 0.144 0.973
H 1.117 -0.300 1.887
H 1.125 1.160 0.857
H 1.455 0.321 -1.248
H 1.168 -1.454 -0.620
H -1.202 -2.047 -0.260
H -2.443 0.466 -1.372
H -3.219 -1.087 -1.588
H -1.497 1.616 -0.617
H -1.797 1.117 0.937
H 3.453 -0.851 1.106
H 3.291 0.554 1.876
*
```